Record 1
This record from the Open Molecules 2025 dataset describes a molecular structure, C25H49AuN8O2P. The level of theory is ωB97M-V/def2-TZVPD.

E_LUMO (eV): 2.8
Charge: -1
HOMO level (eV): -3.99
Largest force on an atom (eV Å⁻¹): 1.0
Frontier orbital gap (eV): 6.74
Energy above the lowest of the compared OMol25 structures with the same formula, charge and spin (kcal per mole): 27.4

```
86
Properties=species:S:1:pos:R:3:forces:R:3
Au 1.404462 -0.712056 1.856311 -0.2 0.0 0.3
C 5.457958 -1.693847 3.976899 0.0 0.2 0.0
C 4.162620 -1.905712 3.236038 0.0 0.1 0.0
N 4.116735 -1.950992 1.962568 -0.5 -0.1 0.0
O 5.354429 -1.673714 1.367833 0.3 0.0 -0.2
C 2.937330 -2.096622 4.010468 -0.3 -0.1 0.3
C 3.061558 -2.748018 5.359201 -0.1 -0.1 -0.2
N 1.738880 -1.703388 3.616405 0.9 -0.3 0.2
O 0.752198 -1.958674 4.399635 -0.3 0.3 -0.2
H 6.108712 -1.053815 3.382512 0.0 0.0 0.1
H 5.975403 -2.642885 4.132888 0.0 0.0 0.0
H 5.277406 -1.229332 4.944195 0.0 -0.1 0.0
H 5.100969 -1.624672 0.442802 0.0 0.0 -0.1
H 3.861770 -3.489793 5.369710 0.1 0.0 0.0
H 2.108476 -3.224430 5.584394 0.1 0.0 0.1
H 3.256508 -2.013347 6.147550 0.0 0.0 0.1
N 1.025333 0.267657 0.189847 -0.3 0.3 -0.3
P 0.336625 1.233697 -0.724189 -0.1 0.4 -0.8
N -0.459464 0.557422 -2.131277 0.4 0.0 0.3
C -1.904589 0.321567 -2.166747 -0.2 -0.1 0.1
C -2.281245 -0.810573 -3.128650 0.1 0.1 -0.1
C -1.416057 -0.724723 -4.381950 0.0 -0.1 0.0
C 0.053604 -0.977878 -4.014463 0.0 0.1 0.1
C 0.302401 -0.638705 -2.544059 -0.1 0.1 -0.1
N 1.458873 2.305856 -1.439104 0.1 -0.2 0.2
C 2.870969 1.975199 -1.474407 0.0 -0.1 0.0
C 3.347885 1.655719 -2.894772 0.0 0.2 0.1
C 3.000510 2.808596 -3.837931 -0.1 -0.2 -0.1
C 1.501948 3.101246 -3.764575 0.1 0.1 0.1
C 1.112693 3.400073 -2.313795 -0.2 -0.2 -0.2
N -0.865321 2.277362 -0.128925 0.2 -0.3 0.4
C -1.855217 3.088079 -0.799998 -0.2 0.0 -0.1
C -3.216699 2.900828 -0.113446 0.1 0.0 0.0
C -3.031710 2.727708 1.404276 0.1 0.1 -0.1
C -1.752768 3.406574 1.893866 -0.1 -0.1 -0.1
C -0.512172 2.833279 1.183133 -0.1 0.0 0.0
H -2.404519 1.225441 -2.531919 0.0 -0.2 0.0
H -2.313132 0.107199 -1.167716 0.0 0.1 -0.2
H -3.336596 -0.707959 -3.390026 0.0 -0.1 0.1
H -2.144914 -1.785345 -2.653658 -0.1 0.0 -0.1
H -1.520443 0.278985 -4.804132 0.0 0.0 0.0
H -1.755357 -1.438935 -5.135734 0.0 0.1 0.0
H 0.707635 -0.383313 -4.658414 0.0 0.0 0.0
H 0.316365 -2.027951 -4.170088 0.0 0.0 0.0
H 1.356913 -0.447268 -2.364187 0.0 -0.1 0.0
H 0.052804 -1.497587 -1.909158 0.1 0.1 0.0
H 3.020496 1.134372 -0.796716 0.0 0.0 0.0
H 3.455799 2.827869 -1.092981 0.0 0.0 0.0
H 2.847567 0.748225 -3.244900 0.1 0.0 0.0
H 4.426691 1.473755 -2.896445 0.0 0.0 0.0
H 3.296315 2.571829 -4.864193 0.0 0.0 0.0
H 3.553912 3.705133 -3.534211 0.0 0.0 0.0
H 0.936558 2.223555 -4.092058 0.0 0.0 0.0
H 1.235878 3.946042 -4.408195 0.0 0.0 0.0
H 0.044517 3.596959 -2.245387 0.1 0.1 0.0
H 1.647035 4.305617 -1.983834 -0.1 0.0 0.0
H -1.924843 2.814640 -1.851414 0.1 0.2 0.1
H -1.571239 4.151140 -0.750644 0.0 0.0 -0.1
H -3.702854 2.008442 -0.516509 0.0 0.1 0.0
H -3.856796 3.759338 -0.339473 0.0 0.0 0.0
H -2.953740 1.666409 1.631349 -0.1 -0.1 0.1
H -3.897295 3.123755 1.939751 0.0 -0.1 0.0
H -1.651151 3.256844 2.970158 0.0 0.1 0.0
H -1.824065 4.485541 1.724148 0.0 0.0 0.0
H -0.058900 2.028795 1.762988 0.0 0.0 0.0
H 0.243560 3.628057 1.075441 0.0 -0.1 0.0
C -1.604377 -3.101006 2.437187 -0.1 0.0 0.1
C -3.126712 -3.405680 2.467567 0.0 0.0 -0.1
N -3.769050 -2.875747 1.256604 -0.1 -0.1 0.0
C -3.636752 -1.412427 1.250243 0.0 -0.1 0.0
C -2.144802 -1.015942 1.418093 0.1 0.0 0.0
N -1.318182 -2.208814 1.319669 0.1 -0.2 0.0
C -1.610773 -2.878217 0.060405 0.0 0.0 0.1
C -3.068493 -3.414015 0.086081 0.0 0.1 0.0
H -1.019274 -4.013313 2.296801 0.0 0.0 0.0
H -1.250464 -2.623609 3.352790 0.0 -0.1 0.0
H -3.612252 -2.944518 3.331488 0.0 0.0 0.0
H -3.323401 -4.480922 2.507674 0.0 0.0 0.0
H -4.259017 -1.012286 2.055499 0.0 0.0 0.0
H -4.045731 -1.047592 0.302476 0.0 0.0 0.0
H -1.951926 -0.554027 2.389310 0.0 0.0 0.0
H -1.806967 -0.321431 0.643927 0.0 0.1 0.2
H -0.885667 -3.683507 -0.087976 0.0 0.0 0.0
H -1.469598 -2.145083 -0.737722 0.0 -0.1 0.1
H -3.087809 -4.504987 0.155749 0.0 0.0 0.0
H -3.625966 -3.124185 -0.809965 0.0 0.0 0.0
```
Positions in Å, forces in eV/Å.

These are the Löwdin partial charges, in e, on atoms 1 to 5: Au 0.75; C -0.04; C -0.35; N 0.00; O -0.10

Record 2
This record from the Open Molecules 2025 dataset describes a molecular structure, C25H49NNbO13 at a distorted geometry. The level of theory is ωB97M-V/def2-TZVPD.

E_LUMO (eV): 1.8
Charge: -1
HOMO level (eV): -4.40
Largest force on an atom (eV Å⁻¹): 3.8
Frontier orbital gap (eV): 6.15

```
89
Properties=species:S:1:pos:R:3:forces:R:3
C 7.350380 0.284404 0.777627 1.0 0.9 0.8
C 6.173136 0.043398 1.897158 -0.3 -0.8 -0.8
O 6.469591 -1.242461 2.561100 -1.0 0.0 -1.3
C 4.651816 -0.118907 1.238831 0.4 0.4 0.9
N 4.666761 -0.517136 -0.220275 -0.8 0.7 0.9
C 3.304640 -0.424567 -0.871103 -0.7 -1.5 -0.5
C 2.081430 -1.111281 -0.000779 0.0 1.6 0.1
O 0.980160 -1.358567 -0.941947 0.6 -1.8 1.9
Nb -0.045485 -3.157709 -0.550785 1.7 3.3 -0.7
C -1.049904 -2.354446 1.345148 -0.8 0.2 1.5
O -2.464516 -1.911296 1.116457 0.0 2.9 0.1
C -2.441612 -0.423619 0.929886 1.6 -1.2 -0.4
O -3.707444 0.107424 0.378480 1.6 1.2 2.4
C -3.960153 1.490492 0.901888 -1.3 0.5 -0.8
C -3.277834 2.633135 -0.083673 0.0 -0.7 -0.1
O -1.858843 2.810439 0.267533 -0.3 -1.2 -1.4
H 7.991580 -0.707134 0.622607 -1.7 2.1 0.2
H 8.113280 1.060627 1.267768 -1.5 -1.6 -1.1
H 6.985697 0.751771 -0.231992 0.5 -1.2 2.0
H 6.210616 0.880501 2.744752 -0.2 -1.9 -1.9
H 6.030908 -1.982142 2.013028 1.0 1.5 1.2
H 4.115018 -0.942694 1.912470 0.9 1.9 -1.2
H 4.118188 0.937698 1.390172 0.9 -2.4 -0.6
H 5.142749 -1.430066 -0.392179 -1.0 1.0 0.4
H 2.980903 0.670605 -1.131101 0.9 -2.0 0.6
H 3.364144 -1.041213 -1.885173 -0.2 1.5 2.1
H 2.429491 -2.039417 0.619782 -0.5 1.5 -1.4
H 1.676074 -0.307635 0.782504 0.9 -1.6 -1.4
H -1.521565 -2.559151 -1.482628 -0.3 -0.5 -0.1
H 0.565727 -3.785440 -2.170373 -0.6 -0.4 -0.2
H 1.331940 -3.903300 0.358643 0.2 -0.9 0.4
H -0.958802 -4.730961 -0.279746 0.2 0.3 -0.1
H -1.076242 -3.196533 2.190526 -0.1 1.9 -1.6
H -0.496324 -1.402278 1.770765 -0.6 -1.9 -0.5
H -2.129518 0.050970 1.960505 -0.9 -0.6 -1.8
H -1.560596 -0.213514 0.158524 -1.7 -0.3 1.3
H -5.133498 1.649996 0.847250 2.4 -0.5 0.0
H -3.655949 1.613904 2.029866 -0.2 -0.2 -2.3
H -3.347155 2.278596 -1.211617 -0.2 0.6 2.4
H -3.793094 3.693121 -0.001410 1.0 -2.3 0.1
H -1.334765 2.109184 -0.236069 -1.2 1.3 1.1
O -6.116364 2.952867 -1.148868 -1.0 2.0 0.2
C -6.426636 4.132039 -1.187138 0.5 -2.3 -0.2
O -7.568387 4.645700 -0.642393 0.5 -0.6 0.0
C -7.660349 6.031725 -0.968363 -0.5 0.5 0.1
C -6.250290 6.462072 -1.277320 0.4 0.8 0.0
C -5.646519 5.214148 -1.870239 0.3 0.4 0.1
H -8.327519 6.144565 -1.829360 0.0 0.0 0.1
H -8.078743 6.582817 -0.121095 -0.1 -0.3 -0.1
H -6.200544 7.329861 -1.940357 -0.1 -0.1 0.1
H -5.727810 6.716516 -0.347112 -0.1 0.0 -0.1
H -5.817732 5.151942 -2.948492 0.1 -0.1 0.1
H -4.581077 5.136371 -1.641774 -0.2 -0.3 -0.3
O 2.876886 0.920328 -3.796077 -1.3 1.8 -0.9
C 1.975601 1.721079 -3.982252 1.8 -1.7 0.8
O 2.068812 2.807818 -4.803532 0.3 -0.4 0.0
C 0.873438 3.579464 -4.696647 -0.2 0.6 -0.2
C -0.171982 2.624308 -4.183136 -0.9 0.0 0.0
C 0.632742 1.688030 -3.317566 -0.5 -0.2 -0.2
H 1.053940 4.409217 -4.005203 0.0 0.0 0.0
H 0.608212 3.986186 -5.676878 0.3 0.0 0.1
H -0.985667 3.122797 -3.649680 0.1 0.0 -0.1
H -0.608189 2.066391 -5.020671 0.0 0.1 0.1
H 0.730843 2.062502 -2.294844 0.1 -0.2 0.0
H 0.215131 0.678580 -3.322399 0.3 0.1 0.4
O -6.910386 -4.561242 1.418678 -1.1 1.8 0.3
C -7.220658 -3.382070 1.380408 0.8 -2.2 -0.4
O -8.362409 -2.868409 1.925152 0.2 -0.6 0.1
C -8.454371 -1.482383 1.599182 -0.4 0.5 0.1
C -7.044311 -1.052037 1.290226 0.4 0.8 -0.1
C -6.440541 -2.299961 0.697307 0.4 0.3 0.2
H -9.121541 -1.369544 0.738185 0.0 0.0 0.0
H -8.872765 -0.931292 2.446451 -0.1 -0.3 -0.1
H -6.994566 -0.184248 0.627189 0.0 -0.1 0.1
H -6.521831 -0.797593 2.220434 -0.1 0.0 -0.2
H -6.611753 -2.362167 -0.380947 0.1 -0.1 0.1
H -5.375099 -2.377738 0.925771 -0.1 -0.2 -0.3
O 6.207012 -4.146970 1.655310 1.6 -0.9 0.5
C 7.320326 -4.458442 2.044792 -1.9 0.6 -0.4
O 7.723033 -5.741974 2.278375 -0.6 0.5 -0.3
C 9.040387 -5.727092 2.826224 0.5 -0.5 0.2
C 9.629512 -4.404872 2.409588 0.8 0.3 -0.1
C 8.423339 -3.500629 2.379643 0.6 0.1 -0.2
H 8.967285 -5.825205 3.914431 0.0 0.0 -0.1
H 9.613297 -6.571417 2.431878 -0.3 0.0 0.1
H 10.421110 -4.056452 3.078263 -0.1 -0.1 -0.1
H 10.051170 -4.488070 1.400481 0.0 0.0 0.2
H 8.224680 -3.054668 3.358146 -0.1 0.1 -0.2
H 8.520353 -2.727646 1.613812 -0.3 0.0 0.4
```
Positions in Å, forces in eV/Å.

These are the Löwdin partial charges, in e, on atoms 1 to 5: C -0.09; C -0.34; O -0.16; C -0.18; N -0.11

Q: Which formula does entry 2 have?
A: C25H49NNbO13

Q: Number 1 is which compound?
A: C25H49AuN8O2P